Here is an isolated molecule of C5H6F3N3 from the OMol25 dataset. Energies are from the ωB97M-V functional and the def2-TZVPD basis.

Last column: natural (NBO) charge in e.
Geometry (Å):
N  -0.9536  0.0812  1.8081  -0.85
C  -0.4560  0.2148  0.3962  0.30
C  -1.3530  1.3034  -0.2405  0.95
F  -2.6457  1.1273  -0.1524  -0.29
F  -0.9953  2.5210  0.2482  -0.34
F  -1.0208  1.2901  -1.5387  -0.33
N  -0.7461  -1.0378  -0.2063  -0.47
C  0.1462  -1.6253  -0.9125  0.10
C  1.4492  -1.1570  -1.0735  -0.43
C  1.8631  -0.0729  -0.3568  0.11
N  0.9495  0.6298  0.3246  -0.59
H  -1.7933  -0.4730  1.7903  0.39
H  -0.2582  -0.3762  2.4106  0.37
H  -0.3624  -2.4984  -1.2114  0.21
H  2.2578  -1.5668  -1.6575  0.23
H  2.9560  0.1883  -0.4861  0.23
H  0.9625  1.4515  0.8577  0.42

Its HOMO-LUMO gap is 9.1 eV. The HOMO energy is -8.41 eV. Its SMILES is N[C@]1(C(F)(F)F)N=CC=CN1. The total charge is 0. The energy above the lowest of the compared OMol25 structures with the same formula, charge and spin is 24.2 kcal/mol.

***

Here is an isolated molecule of C5H6F3NOS from the OMol25 dataset. Energies are from the ωB97M-V functional and the def2-TZVPD basis.

Last column: natural (NBO) charge in e.
Geometry (Å):
C  2.1779  -1.0159  1.1619  -0.68
C  1.3280  -0.4643  0.1077  0.24
S  1.0926  -1.7636  -1.2194  -0.10
N  0.8327  0.6543  0.2522  -0.43
C  -0.1274  1.2166  -0.6299  -0.35
C  -1.4319  0.4501  -0.8460  0.53
O  -1.7168  -0.1123  -1.7997  -0.42
C  -2.3979  0.5687  0.3867  0.87
F  -3.6193  0.5677  -0.0537  -0.31
F  -2.4473  -0.6206  1.1139  -0.35
F  -2.3897  1.5675  1.2062  -0.29
H  1.5461  -1.7768  1.7908  0.24
H  2.5425  -0.1522  1.8816  0.24
H  2.9197  -1.6387  0.6740  0.24
H  1.7880  -1.0429  -2.0684  0.14
H  0.3565  1.2890  -1.5878  0.22
H  -0.4535  2.2735  -0.3701  0.22

Its HOMO-LUMO gap is 10.1 eV. The HOMO energy is -9.74 eV. Its SMILES is C/C(S)=N/CC(=O)C(F)(F)F. The total charge is 0.

***

Here is an isolated molecule of C5H6FN from the OMol25 dataset. Energies are from the ωB97M-V functional and the def2-TZVPD basis.

Last column: natural (NBO) charge in e.
Geometry (Å):
C  -2.5444  -0.1760  -0.3852  -0.27
C  -1.4919  -0.0886  0.2524  -0.04
C  -0.1520  -0.2621  0.9386  -0.14
N  0.8444  -1.0254  -0.0090  -0.65
C  1.4164  0.1299  -0.7218  -0.25
C  0.6664  1.0018  0.4213  0.20
F  -0.4722  1.6800  -0.0961  -0.35
H  -3.6141  -0.4054  -0.8607  0.27
H  0.0169  -0.8211  2.0328  0.25
H  0.6203  -1.9755  -0.5082  0.38
H  0.9814  0.4195  -1.7039  0.20
H  2.5061  0.0313  -0.7107  0.20
H  1.2227  1.4916  1.3505  0.20

Its HOMO-LUMO gap is 10.0 eV. The HOMO energy is -8.89 eV. Its SMILES is C#C[C@H]1NC[C@H]1F. The total charge is 0. The energy above the lowest of the compared OMol25 structures with the same formula, charge and spin is 126.5 kcal/mol.

***

Here is a structure of composition C5H6FNO from the OMol25 dataset. Energies are from the ωB97M-V functional and the def2-TZVPD basis.

Last column: natural (NBO) charge in e.
Geometry (Å):
C  -1.0997  -0.2459  -0.2710  0.18
C  0.1690  -0.2097  -1.1672  -0.46
C  1.1981  0.1359  -0.0327  -0.17
C  -0.5101  0.2095  1.0678  -0.21
C  0.4305  1.3056  0.5546  0.61
H  -1.9038  0.3146  -0.7260  0.19
H  0.0536  0.5024  -1.9958  0.23
H  0.3913  -1.2013  -1.6094  0.24
H  2.2686  0.1737  -0.2551  0.23
H  0.5091  -1.5821  0.9448  0.36
H  -1.1779  0.2951  1.8964  0.23
N  0.7243  -0.6185  1.1678  -0.57
O  0.5552  2.4975  0.6076  -0.49
F  -1.6083  -1.5768  -0.1816  -0.38

Its HOMO-LUMO gap is 11.0 eV. The HOMO energy is -10.02 eV. The total charge is 0. The energy above the lowest of the compared OMol25 structures with the same formula, charge and spin is 56.9 kcal/mol.

***

Here is a structure of composition C5H6FNaO3 from the OMol25 dataset. Energies are from the ωB97M-V functional and the def2-TZVPD basis.

Last column: natural (NBO) charge in e.
Geometry (Å):
C  2.7471  0.8173  0.5437  0.08
C  2.0389  -0.2050  1.0034  -0.85
H  2.5026  1.4962  -0.2803  0.14
F  4.0302  1.1540  1.0001  -0.42
H  2.5634  -0.7631  1.7983  0.16
Na  0.7087  -1.7744  -0.7174  0.90
O  -1.5881  0.8297  0.9888  -0.48
C  -1.9848  -0.4142  1.1032  1.00
C  -1.3646  1.3786  2.4225  -0.09
O  -1.5028  -1.3145  0.4326  -0.66
O  -2.5706  -0.6247  2.2726  -0.49
C  -2.2721  0.4219  3.2105  -0.10
H  -1.7600  2.3963  2.3431  0.20
H  -0.4016  1.5273  2.9238  0.23
H  -3.2210  0.8864  3.5005  0.19
H  -1.7796  -0.0230  4.0806  0.20

Its HOMO-LUMO gap is 6.4 eV. The HOMO energy is -6.97 eV. The total charge is 0.

***

Here is a structure of composition C5H6LiO4Rb from the OMol25 dataset. Energies are from the ωB97M-V functional and the def2-TZVPD basis.

Last column: Löwdin charge in e.
Geometry (Å):
C  0.1001  1.5949  -0.1898  -0.48
C  0.1016  0.8662  -1.5445  -0.27
C  0.8058  -0.4645  -1.5051  -0.23
C  0.1955  -1.6632  -1.7917  -0.49
O  0.6792  -2.8493  -1.7024  -0.22
O  -0.4220  0.8180  0.8335  -0.46
Rb  -2.1778  1.3824  3.5687  1.09
Li  0.0148  -0.9958  0.6132  0.64
H  -0.4555  2.5492  -0.3105  0.08
H  1.1495  1.8884  0.0364  0.09
H  0.5499  1.5451  -2.2948  0.08
H  -0.9458  0.7062  -1.8565  0.09
H  1.8738  -0.4761  -1.2425  0.09
H  -0.8863  -1.5793  -2.0669  0.09
O  0.3053  -1.7789  2.3735  -0.11
O  -0.9079  -0.3809  3.6717  -0.50
C  0.0197  -1.1623  3.4078  -0.48

Its HOMO-LUMO gap (spin up / spin down) is 3.7 / 3.6 eV. The HOMO energy (spin up / spin down) is -2.43 / -2.43 eV. The expectation value of S² is 0.753. The multiplicity is 2. The total charge is -1. The energy above the lowest of the compared OMol25 structures with the same formula, charge and spin is 0.0 kcal/mol.

***

Here is a structure of composition C5H6LiO4Sm from the OMol25 dataset. Energies are from the ωB97M-V functional and the def2-TZVPD basis.

Last column: Löwdin charge in e.
Geometry (Å):
O  1.2794  0.8985  2.7067  -0.09
C  0.3547  0.1435  2.3150  -0.81
O  0.1336  -0.9884  2.8110  -0.07
O  -0.4334  0.6311  1.3393  -0.02
C  -1.1209  -0.2810  0.4830  -0.16
Li  1.6775  -0.5566  3.9567  0.84
H  -1.9292  0.2986  0.0187  0.13
H  -1.6236  -1.0264  1.1110  0.12
C  -0.2339  -1.1428  -0.5794  -0.10
C  0.3493  0.0512  -1.1954  -0.24
H  0.4739  -1.7635  -0.0138  0.12
H  -0.9006  -1.6701  -1.2772  0.13
Sm  1.0006  2.9821  -1.6996  1.60
O  0.1718  1.7178  -3.0328  -0.40
C  0.0327  0.5330  -2.4546  -0.33
H  -0.7366  -0.0304  -3.0080  0.13
H  1.5047  0.2033  -1.4808  0.15

Its HOMO-LUMO gap (spin up / spin down) is 7.0 / 7.2 eV. The HOMO energy (spin up / spin down) is -11.62 / -11.74 eV. The expectation value of S² is 12.009. The multiplicity is 7. The total charge is +1. The energy above the lowest of the compared OMol25 structures with the same formula, charge and spin is 0.0 kcal/mol.

***

Here is the ion C5H6N with charge +1 from the OMol25 dataset. Energies are from the ωB97M-V functional and the def2-TZVPD basis.

Last column: natural (NBO) charge in e.
Geometry (Å):
C  1.2030  -1.1755  0.1420  -0.28
C  1.4367  0.0051  -0.3924  -0.28
C  0.6122  1.1058  0.0567  0.05
C  -0.7046  1.1415  0.1980  -0.47
C  -1.5734  0.0778  -0.0327  0.67
N  -2.3701  -0.7812  -0.1277  -0.45
H  1.6810  -2.1317  -0.0340  0.24
H  0.4110  -1.2012  0.8441  0.18
H  2.2257  0.3553  -1.1119  0.27
H  1.1869  2.0721  0.4221  0.27
H  -1.1927  2.1126  0.4427  0.31
H  -2.9157  -1.5805  -0.4069  0.50

Its HOMO-LUMO gap is 9.2 eV. The HOMO energy is -14.69 eV. Its SMILES is C=C/C=C\C#[NH+]. The total charge is +1. The energy above the lowest of the compared OMol25 structures with the same formula, charge and spin is 60.0 kcal/mol.

***

Here is the ion C5H6N with charge +1 from the OMol25 dataset. Energies are from the ωB97M-V functional and the def2-TZVPD basis.

Last column: natural (NBO) charge in e.
Geometry (Å):
C  0.7780  1.0259  1.1879  0.25
C  -0.8222  -0.3789  0.0371  -0.02
C  1.2415  0.9966  -0.1775  -0.67
C  -1.8274  -1.2452  -0.3392  -0.10
C  0.3330  -0.0504  -0.8158  0.15
N  -0.7184  0.1076  1.3001  -0.31
H  1.0707  1.3290  2.1818  0.26
H  1.4032  2.0306  -0.5678  0.36
H  2.2609  0.5365  -0.1719  0.34
H  -2.6783  -1.7227  0.2035  0.26
H  -1.7192  -1.8553  -1.2085  0.21
H  0.6783  -0.7737  -1.6298  0.26

Its HOMO-LUMO gap (spin up / spin down) is 7.3 / 7.0 eV. The HOMO energy (spin up / spin down) is -14.19 / -14.24 eV. The total charge is +1. The energy above the lowest of the compared OMol25 structures with the same formula, charge and spin is 151.0 kcal/mol.

***

| no. | energy (hartree) |
| --- | --- |
| 1 | -657.96529 |
| 2 | -1021.83886 |
| 3 | -348.53064 |
| 4 | -423.92878 |
| 5 | -681.90735 |
| 6 | -526.71741 |
| 7 | -1160.32067 |
| 8 | -248.52010 |
| 9 | -248.37501 |